Here is an isolated molecule of C4H9NO from the OMol25 dataset. Energies are from wB97M-V/def2-TZVPD.

Properties
HOMO-LUMO gap = 10.66 eV
ΔE to the lowest compared entry with this formula, charge and spin = 10.1 kcal/mol
structure (SMILES) = CCCNC=O
calculated total energy = -7831.880 eV
strongest force on any atom = 0.4 eV Å⁻¹
highest occupied orbital energy = -9.80 eV

Last columns: bonded neighbours and bond lengths (Å).
Atoms and positions in Å:
1 C -1.7001 0.5708 0.3456  C2 1.525, H7 1.095, H8 1.098, H9 1.096
2 C -0.9340 -0.3747 -0.5740  C1 1.525, C3 1.530, H10 1.095, H11 1.098
3 C 0.2901 -1.0072 0.0913  C2 1.530, N4 1.457, H12 1.096, H13 1.096
4 N 1.2713 -0.0312 0.5471  C3 1.457, C5 1.355, H14 1.007
5 C 2.0492 0.6601 -0.3210  N4 1.355, O6 1.216, H15 1.106
6 O 2.0068 0.5485 -1.5317  C5 1.216
7 H -2.5707 0.9967 -0.1634  C1 1.095
8 H -2.0599 0.0539 1.2445  C1 1.098
9 H -1.0653 1.4038 0.6676  C1 1.096
10 H -0.5970 0.1557 -1.4712  C2 1.095
11 H -1.5932 -1.1856 -0.9117  C2 1.098
12 H 0.7814 -1.6830 -0.6175  C3 1.096
13 H -0.0112 -1.5997 0.9631  C3 1.096
14 H 1.3889 0.1459 1.5318  N4 1.007
15 H 2.7437 1.3459 0.1995  C5 1.106

What are the Mulliken partial charges on each atom? They are as follows, in elementary charge units: atom 1 (C): -1.119, atom 2 (C): -0.345, atom 3 (C): -0.713, atom 4 (N): -0.088, atom 5 (C): -0.026, atom 6 (O): -0.555, atom 7 (H): 0.335, atom 8 (H): 0.301, atom 9 (H): 0.296, atom 10 (H): 0.309, atom 11 (H): 0.311, atom 12 (H): 0.274, atom 13 (H): 0.424, atom 14 (H): 0.251, atom 15 (H): 0.343

Here is a cluster of 2 separate species, C4H9NO in total from the OMol25 dataset. Energies are from wB97M-V/def2-TZVPD.

Properties
HOMO-LUMO gap = 7.59 eV
ΔE to the lowest compared entry with this formula, charge and spin = 89.2 kcal/mol
calculated total energy = -7828.454 eV
strongest force on any atom = 0.4 eV Å⁻¹
highest occupied orbital energy = -7.61 eV

Last columns: bonded neighbours and bond lengths (Å).
Atoms and positions in Å:
1 C -0.8174 1.4086 0.0899  N2 1.458, H7 1.093, H8 1.090, H9 1.093
2 N -0.5977 -0.0076 0.3556  C1 1.458, C3 1.267, C4 1.662
3 C -1.4635 -0.8947 0.0910  N2 1.267, H10 1.088, H11 1.089
4 C 0.8530 -0.6163 0.8900  N2 1.662, O5 1.219, C6 1.355
5 O 0.6877 -1.6796 1.4634  C4 1.219
6 C 1.8487 0.1848 0.4402  C4 1.355, H13 1.083, H14 1.081
7 H -1.8751 1.6568 0.2077  C1 1.093
8 H -0.2201 1.9869 0.7952  C1 1.090
9 H -0.4946 1.6465 -0.9271  C1 1.093
10 H -2.4186 -0.6437 -0.3663  C3 1.088
11 H -1.1837 -1.9196 0.3294  C3 1.089
12 H 0.2939 -1.1797 -2.1370  H15 0.749
13 H 2.8705 -0.1386 0.5926  C6 1.083
14 H 1.6732 1.0974 -0.1121  C6 1.081
15 H 0.8437 -0.9011 -1.7123  H12 0.749

What are the Mulliken partial charges on each atom? They are as follows, in elementary charge units: atom 1 (C): -1.061, atom 2 (N): 0.157, atom 3 (C): -0.293, atom 4 (C): 0.642, atom 5 (O): -0.653, atom 6 (C): -0.997, atom 7 (H): 0.360, atom 8 (H): 0.398, atom 9 (H): 0.365, atom 10 (H): 0.267, atom 11 (H): 0.301, atom 12 (H): 0.149, atom 13 (H): 0.257, atom 14 (H): 0.254, atom 15 (H): -0.144

Here is a cluster of 2 separate species, C4H9NO in total at a distorted geometry from the OMol25 dataset. Energies are from wB97M-V/def2-TZVPD.

Properties
HOMO-LUMO gap = 9.62 eV
ΔE to the lowest compared entry with this formula, charge and spin = 72.5 kcal/mol
structure (SMILES) = C=CN.C=CO
calculated total energy = -7829.178 eV
strongest force on any atom = 1.7 eV Å⁻¹
highest occupied orbital energy = -8.80 eV

Last columns: bonded neighbours and bond lengths (Å).
Atoms and positions in Å:
1 C -0.7859 1.6372 -0.2925  C2 1.325, H4 1.084, H5 1.079
2 C -0.4661 1.4197 0.9753  C1 1.325, N3 1.421, H6 1.085
3 N -0.9150 2.2999 1.9959  C2 1.421, H7 1.020, H8 1.018
4 H -1.2584 2.5848 -0.5233  C1 1.084
5 H -0.6695 0.8853 -1.0577  C1 1.079
6 H -0.0170 0.4623 1.2182  C2 1.085
7 H -0.5918 1.9045 2.8791  N3 1.020
8 H -1.9100 2.1889 2.1777  N3 1.018
9 C 0.6501 -2.1836 -0.0792  C10 1.329, H12 1.081, H13 1.087
10 C 0.8460 -2.0523 -1.3868  C9 1.329, O11 1.374, H14 1.087
11 O 1.9255 -1.3060 -1.7950  C10 1.374, H15 0.964
12 H -0.0147 -2.9468 0.3006  C9 1.081
13 H 1.1460 -1.4350 0.5332  C9 1.087
14 H 0.1433 -2.2516 -2.1912  C10 1.087
15 H 1.9176 -1.2073 -2.7543  O11 0.964

What are the Mulliken partial charges on each atom? They are as follows, in elementary charge units: atom 1 (C): -0.646, atom 2 (C): 0.136, atom 3 (N): -0.625, atom 4 (H): 0.269, atom 5 (H): 0.235, atom 6 (H): 0.105, atom 7 (H): 0.287, atom 8 (H): 0.242, atom 9 (C): -0.708, atom 10 (C): 0.040, atom 11 (O): -0.475, atom 12 (H): 0.271, atom 13 (H): 0.236, atom 14 (H): 0.297, atom 15 (H): 0.336

Here is a cluster of 2 separate species, C4H9NO in total at a distorted geometry from the OMol25 dataset. Energies are from wB97M-V/def2-TZVPD.

Properties
HOMO-LUMO gap = 9.94 eV
ΔE to the lowest compared entry with this formula, charge and spin = 42.8 kcal/mol
structure (SMILES) = C=C=O.CCN
calculated total energy = -7830.465 eV
strongest force on any atom = 1.0 eV Å⁻¹
highest occupied orbital energy = -8.93 eV

Last columns: bonded neighbours and bond lengths (Å).
Atoms and positions in Å:
1 C -0.4897 0.5157 2.4544  C2 1.315, H4 1.081, H5 1.083
2 C -0.9567 1.2958 1.5044  C1 1.315, O3 1.170
3 O -1.3745 2.0457 0.7101  C2 1.170
4 H -0.2667 -0.5130 2.2098  C1 1.081
5 H -0.3550 0.9195 3.4504  C1 1.083
6 C 1.4880 -0.3705 -0.9607  C7 1.523, H9 1.095, H10 1.097, H11 1.095
7 C 0.0580 -0.1382 -1.4293  C6 1.523, N8 1.464, H12 1.096, H13 1.103
8 N -0.8919 -0.7212 -0.4799  C7 1.464, H14 1.016, H15 1.017
9 H 2.2043 0.0569 -1.6707  C6 1.095
10 H 1.7041 -1.4432 -0.8759  C6 1.097
11 H 1.6456 0.0857 0.0226  C6 1.095
12 H -0.1429 0.9385 -1.4697  C7 1.096
13 H -0.0628 -0.5271 -2.4541  C7 1.103
14 H -1.8430 -0.5204 -0.7760  N8 1.016
15 H -0.7990 -1.7340 -0.4795  N8 1.017

What are the Mulliken partial charges on each atom? They are as follows, in elementary charge units: atom 1 (C): -0.960, atom 2 (C): 0.768, atom 3 (O): -0.393, atom 4 (H): 0.298, atom 5 (H): 0.281, atom 6 (C): -1.002, atom 7 (C): -0.349, atom 8 (N): -0.517, atom 9 (H): 0.335, atom 10 (H): 0.287, atom 11 (H): 0.244, atom 12 (H): 0.278, atom 13 (H): 0.316, atom 14 (H): 0.202, atom 15 (H): 0.211

Here is an isolated molecule of C4H9NO from the OMol25 dataset. Energies are from wB97M-V/def2-TZVPD.

Properties
HOMO-LUMO gap = 10.59 eV
ΔE to the lowest compared entry with this formula, charge and spin = 11.8 kcal/mol
structure (SMILES) = CCC(=O)NC
calculated total energy = -7831.808 eV
strongest force on any atom = 0.9 eV Å⁻¹
highest occupied orbital energy = -9.64 eV

Last columns: bonded neighbours and bond lengths (Å).
Atoms and positions in Å:
1 C 0.0640 2.2435 -0.7854  C2 1.522, H7 1.106, H8 1.097, H9 1.096
2 C -0.5652 0.8713 -0.9786  C1 1.522, C3 1.578, H10 1.096, H11 1.101
3 C -0.1569 -0.0111 0.2645  C2 1.578, O4 1.222, N5 1.370
4 O -0.0004 0.5221 1.3531  C3 1.222
5 N 0.0387 -1.3597 0.1251  C3 1.370, C6 1.454, H12 1.004
6 C 0.3661 -2.2211 1.2496  N5 1.454, H13 1.096, H14 1.088, H15 1.092
7 H 1.1261 1.9876 -0.6154  C1 1.106
8 H -0.0283 2.9273 -1.6379  C1 1.097
9 H -0.3165 2.7886 0.0865  C1 1.096
10 H -1.6565 0.9603 -1.0319  C2 1.096
11 H -0.2065 0.4307 -1.9216  C2 1.101
12 H -0.0713 -1.7940 -0.7737  N5 1.004
13 H 1.2645 -2.8355 1.1167  C6 1.096
14 H 0.5370 -1.6256 2.1442  C6 1.088
15 H -0.4567 -2.9045 1.4690  C6 1.092

What are the Mulliken partial charges on each atom? They are as follows, in elementary charge units: atom 1 (C): -1.059, atom 2 (C): -0.265, atom 3 (C): 0.496, atom 4 (O): -0.626, atom 5 (N): -0.217, atom 6 (C): -0.833, atom 7 (H): 0.269, atom 8 (H): 0.346, atom 9 (H): 0.249, atom 10 (H): 0.279, atom 11 (H): 0.274, atom 12 (H): 0.211, atom 13 (H): 0.288, atom 14 (H): 0.302, atom 15 (H): 0.286

Here is an isolated molecule of C4H9NO at a distorted geometry from the OMol25 dataset. Energies are from wB97M-V/def2-TZVPD.

Properties
HOMO-LUMO gap = 9.36 eV
ΔE to the lowest compared entry with this formula, charge and spin = 55.5 kcal/mol
structure (SMILES) = CN[C@H](C)C=O
calculated total energy = -7829.914 eV
strongest force on any atom = 3.4 eV Å⁻¹
highest occupied orbital energy = -8.39 eV

Last columns: bonded neighbours and bond lengths (Å).
Atoms and positions in Å:
1 C -1.5871 -1.0738 -0.0228  N2 1.448, H7 1.109, H8 1.109, H9 1.107
2 N -0.3063 -0.8025 -0.6413  C1 1.448, C3 1.430, H10 1.005
3 C 0.7146 0.1486 -0.3278  N2 1.430, C4 1.576, C5 1.548, H11 1.089
4 C 0.8189 0.2498 1.2412  C3 1.576, H12 1.106, H13 1.114, H14 1.088
5 C 0.7872 1.5894 -0.8894  C3 1.548, O6 1.200, H15 1.107
6 O 1.3547 1.9848 -1.8697  C5 1.200
7 H -2.0135 -2.0636 -0.2851  C1 1.109
8 H -2.3616 -0.3106 -0.2397  C1 1.109
9 H -1.4722 -0.9948 1.0757  C1 1.107
10 H -0.0935 -1.3099 -1.4822  N2 1.005
11 H 1.6471 -0.2911 -0.6782  C3 1.089
12 H 1.7852 0.7036 1.5314  C4 1.106
13 H 0.8428 -0.8261 1.5296  C4 1.114
14 H -0.0585 0.8207 1.5390  C4 1.088
15 H -0.0580 2.1755 -0.4808  C5 1.107

What are the Mulliken partial charges on each atom? They are as follows, in elementary charge units: atom 1 (C): -0.830, atom 2 (N): -0.225, atom 3 (C): 0.168, atom 4 (C): -1.333, atom 5 (C): -0.082, atom 6 (O): -0.443, atom 7 (H): 0.305, atom 8 (H): 0.258, atom 9 (H): 0.282, atom 10 (H): 0.235, atom 11 (H): 0.322, atom 12 (H): 0.406, atom 13 (H): 0.318, atom 14 (H): 0.355, atom 15 (H): 0.264